Entry 1:
Density functional theory data (ωB97M-V/def2-TZVPD) for a molecular structure, C5H11NO at a distorted geometry.

Computed properties:
* energy above the lowest of the compared OMol25 structures with the same formula, charge and spin: 58.7 kcal per mole
* molar mass: 101.15 g mol⁻¹
* E_LUMO: 0.96 eV
* F_max: 2.17 eV/Å

Geometry as XYZ:
```
18
C5H11NO | the OMol25 dataset | ωB97M-V/def2-TZVPD
O -1.98730 0.40434 0.46999
N -1.58363 -1.52352 -0.65035
C -0.45020 0.51759 -1.28392
C 1.61113 -0.69503 0.22690
C 0.34705 1.15183 1.39493
C -1.45234 -0.15470 -0.55068
C 0.99185 0.67996 0.21236
H -0.93247 0.83033 1.16229
H 0.01218 0.00460 -2.11961
H -1.31065 -1.97809 -1.50658
H 0.29536 2.22984 1.51821
H 1.54297 1.41469 -0.36599
H 1.92350 -1.01163 -0.76805
H -2.34520 -1.92476 -0.12596
H 0.54993 0.60289 2.31243
H -0.61955 1.57712 -1.41640
H 2.49644 -0.69243 0.86937
H 0.91093 -1.43302 0.62107
```

Atomic partial charges in e from the Mulliken method, atoms 1 to 5: O -0.6703; N -0.3671; C -0.9380; C -1.3651; C -0.9690


Entry 2:
Density functional theory data (ωB97M-V/def2-TZVPD) for C5H11NO in the gas phase at a distorted geometry.

Computed properties:
* energy above the lowest of the compared OMol25 structures with the same formula, charge and spin: 46.5 kcal per mole
* molar mass: 101.15 g mol⁻¹
* SMILES: CNC(O)=C(C)C
* E_LUMO: 0.76 eV
* F_max: 5.86 eV/Å

Geometry as XYZ:
```
18
C5H11NO | the OMol25 dataset | ωB97M-V/def2-TZVPD
O -0.31379 2.09952 0.26513
N -1.54424 0.11431 0.68162
C 0.83249 -1.56888 0.40432
C 2.15209 0.64283 -0.25182
C -2.32632 -0.33456 -0.45706
C -0.18658 0.74943 0.32471
C 0.80665 -0.09202 0.23870
H -3.25927 -0.77706 -0.10026
H 0.26373 2.46785 -0.41903
H -2.06849 0.81370 1.20121
H 2.96709 0.08582 0.20605
H 1.68427 -1.85457 1.02152
H -1.76514 -1.10292 -0.98731
H 2.25180 1.68416 0.04817
H -2.57873 0.46661 -1.17436
H -0.08832 -1.88285 0.88934
H 2.24845 0.56883 -1.33537
H 0.92432 -2.08019 -0.55555
```

Atomic partial charges in e from the Mulliken method, atoms 1 to 5: O -0.5632; N -0.3675; C -1.3929; C -1.4239; C -0.7874


Entry 3:
Density functional theory data (ωB97M-V/def2-TZVPD) for C5H11NO in the gas phase at a distorted geometry.

Computed properties:
* energy above the lowest of the compared OMol25 structures with the same formula, charge and spin: 20.5 kcal per mole
* molar mass: 101.15 g mol⁻¹
* SMILES: CC[C@@H](C)NC=O
* E_LUMO: 0.88 eV
* F_max: 1.08 eV/Å

Geometry as XYZ:
```
18
C5H11NO | the OMol25 dataset | ωB97M-V/def2-TZVPD
O -0.47484 2.39774 -1.32661
N -1.21811 0.84603 0.15969
C -1.08657 -1.23512 -1.14817
C 0.52143 -0.67088 0.88745
C -1.17720 2.09128 -0.37920
C -0.29291 -0.16958 -0.35020
C 2.06299 -0.46209 0.86207
H -0.56557 -1.66991 -2.01083
H -2.01320 -0.79549 -1.53309
H 0.31588 0.43258 -1.03735
H 2.26943 0.59888 1.05064
H -1.37214 -2.06646 -0.50005
H -1.65597 0.68338 1.05695
H 2.53323 -0.99779 1.69314
H 0.24121 0.02505 1.67764
H 2.60845 -0.69884 -0.05870
H 0.12085 -1.62403 1.30064
H -1.85652 2.82101 0.09295
```

Atomic partial charges in e from the Mulliken method, atoms 1 to 5: O -0.5680; N -0.2777; C -1.3302; C -0.6252; C -0.0629


What did the first record say?
Density functional theory data (ωB97M-V/def2-TZVPD) for a molecular structure, C5H11NO at a distorted geometry.

Computed properties:
* energy above the lowest of the compared OMol25 structures with the same formula, charge and spin: 58.7 kcal per mole
* molar mass: 101.15 g mol⁻¹
* E_LUMO: 0.96 eV
* F_max: 2.17 eV/Å

Geometry as XYZ:
```
18
C5H11NO | the OMol25 dataset | ωB97M-V/def2-TZVPD
O -1.98730 0.40434 0.46999
N -1.58363 -1.52352 -0.65035
C -0.45020 0.51759 -1.28392
C 1.61113 -0.69503 0.22690
C 0.34705 1.15183 1.39493
C -1.45234 -0.15470 -0.55068
C 0.99185 0.67996 0.21236
H -0.93247 0.83033 1.16229
H 0.01218 0.00460 -2.11961
H -1.31065 -1.97809 -1.50658
H 0.29536 2.22984 1.51821
H 1.54297 1.41469 -0.36599
H 1.92350 -1.01163 -0.76805
H -2.34520 -1.92476 -0.12596
H 0.54993 0.60289 2.31243
H -0.61955 1.57712 -1.41640
H 2.49644 -0.69243 0.86937
H 0.91093 -1.43302 0.62107
```

Atomic partial charges in e from the Mulliken method, atoms 1 to 5: O -0.6703; N -0.3671; C -0.9380; C -1.3651; C -0.9690


Q: energy above the lowest of the compared OMol25 structures with the same formula, charge and spin of number 1 (C5H11NO)?
A: 58.7 kcal per mole